DFT (ωB97M-V/def2-TZVPD) results for an isolated molecule of C3H4BrN3 in a non-equilibrium geometry.

Computed properties:
- ΔE to the lowest compared entry with this formula, charge and spin (kJ/mol) = 125.8
- charge = 0
- SMILES = Nc1ccnn1Br
- HOMO energy (eV) = -8.58

Element x y z (Å)
1 N -1.4551 -0.8829 0.6612
2 C -0.3825 -0.1760 0.1131
3 C 0.1285 1.0162 0.5474
4 C 1.3699 1.1412 -0.1270
5 N 1.5838 0.1455 -0.8694
6 N 0.4784 -0.6502 -0.9291
7 Br 0.7626 -2.4254 -1.3567
8 H -1.7440 -1.5556 -0.0242
9 H -2.2447 -0.2606 0.9116
10 H -0.4384 1.6516 1.1412
11 H 1.9415 1.9961 -0.0681

natural (NBO) atomic charge list, values in e, 2 entries: N -0.795; C 0.328



DFT (ωB97M-V/def2-TZVPD) results for a cluster of 11 separate species, C29H82F3N14O13S in total in a non-equilibrium geometry.

Computed properties:
- ΔE to the lowest compared entry with this formula, charge and spin (kJ/mol) = 16.8
- charge = -1
- HOMO energy (eV) = -6.58

Element x y z (Å)
1 C 26.3837 -7.0674 -1.7522
2 F 25.2351 -7.6699 -1.4049
3 F 26.5775 -5.9529 -1.0340
4 F 27.3625 -7.9075 -1.4184
5 S 26.3255 -6.5696 -3.5568
6 O 25.3122 -7.3150 -4.2950
7 O 26.0590 -5.1548 -3.4944
8 O 27.6615 -6.9216 -3.9941
9 C 29.6330 -6.1545 0.7924
10 O 30.6832 -6.3088 1.3931
11 N 29.5731 -5.4638 -0.3877
12 N 28.4293 -6.6412 1.2448
13 H 28.7274 -5.1680 -0.8473
14 H 30.3530 -4.8401 -0.5065
15 H 28.4105 -6.9247 2.2054
16 H 27.5976 -6.5815 0.6861
17 C 27.6979 -2.5568 -1.8525
18 O 28.6146 -3.3553 -2.0312
19 N 26.5564 -2.5858 -2.5976
20 N 27.7734 -1.5522 -0.9329
21 H 26.4594 -3.4302 -3.1489
22 H 26.0103 -1.7674 -2.7876
23 H 28.6202 -1.4806 -0.3993
24 H 26.9998 -0.9924 -0.6285
25 C 31.0765 -5.8905 -5.0820
26 O 32.2804 -5.7214 -4.8962
27 N 30.1092 -5.4909 -4.2038
28 N 30.5913 -6.5264 -6.1825
29 H 30.2729 -4.9832 -3.3542
30 H 29.2205 -5.9772 -4.2660
31 H 29.5930 -6.5969 -6.2992
32 H 31.2313 -6.9125 -6.8462
33 C 26.0617 -8.6656 -7.3171
34 O 26.2877 -9.1479 -8.4174
35 N 26.7734 -8.8757 -6.1685
36 N 25.0585 -7.7507 -7.0757
37 H 27.4688 -9.6072 -6.2263
38 H 26.2740 -8.5427 -5.3572
39 H 24.8779 -7.4208 -6.1322
40 H 24.4142 -7.4846 -7.7966
41 C 25.4046 -3.8751 -7.3028
42 C 26.9224 -4.1012 -7.3115
43 C 27.6219 -3.1913 -6.3281
44 O 27.5026 -1.8212 -6.7198
45 C 28.6488 -1.0697 -6.4375
46 N 27.2696 -5.4668 -6.9839
47 H 24.9515 -4.2374 -6.3809
48 H 24.9729 -4.4619 -8.1181
49 H 25.2358 -2.8159 -7.5066
50 H 27.3215 -3.7584 -8.2746
51 H 28.6699 -3.4796 -6.1826
52 H 27.1988 -3.1994 -5.3133
53 H 29.4623 -1.3591 -7.1179
54 H 29.0434 -1.2457 -5.4268
55 H 28.4450 -0.0056 -6.5358
56 H 27.4722 -5.5862 -5.9989
57 H 26.5654 -6.1569 -7.2295
58 C 30.8193 -11.4715 -4.1064
59 C 29.6912 -10.4729 -3.8283
60 C 30.2159 -9.2838 -3.0456
61 O 30.7234 -9.6923 -1.7933
62 C 31.4157 -8.6401 -1.1471
63 N 29.0887 -10.0124 -5.0859
64 H 30.4871 -12.3226 -4.7013
65 H 31.0105 -11.8984 -3.1157
66 H 31.7140 -11.0004 -4.5060
67 H 28.9261 -10.9757 -3.2292
68 H 29.4780 -8.4739 -2.9628
69 H 31.0436 -8.8210 -3.6125
70 H 31.2908 -8.6623 -0.0635
71 H 31.0121 -7.6818 -1.4859
72 H 32.4875 -8.7045 -1.3532
73 H 28.9111 -9.0152 -4.9732
74 H 29.6641 -10.0474 -5.9203
75 C 22.7519 -5.9585 -2.4665
76 C 21.8378 -5.9235 -3.7124
77 C 21.1774 -4.5772 -3.8234
78 O 20.2873 -4.3692 -2.7406
79 C 20.0372 -3.0224 -2.4804
80 N 22.6768 -6.1167 -4.9170
81 H 22.0811 -6.1930 -1.6279
82 H 23.2059 -4.9853 -2.2820
83 H 23.4402 -6.7952 -2.5011
84 H 21.1541 -6.7657 -3.6038
85 H 20.6353 -4.4373 -4.7706
86 H 21.9265 -3.7682 -3.8360
87 H 19.3686 -2.9374 -1.6318
88 H 19.6539 -2.4950 -3.3719
89 H 20.9645 -2.4433 -2.3226
90 H 23.3448 -5.3554 -4.9746
91 H 23.1902 -6.9538 -4.6774
92 C 25.6003 -9.7033 1.2984
93 C 26.1179 -11.0783 0.8847
94 C 26.5692 -11.9626 2.0313
95 O 25.5367 -12.0925 2.9699
96 C 25.9534 -12.5288 4.2496
97 N 25.0928 -11.7854 0.0897
98 H 26.3409 -9.1752 1.9040
99 H 24.6623 -9.8581 1.8330
100 H 25.4130 -9.1073 0.4081
101 H 26.9875 -10.9200 0.2344
102 H 27.4511 -11.4446 2.4475
103 H 26.9359 -12.9359 1.6828
104 H 26.7844 -11.8847 4.5647
105 H 26.2546 -13.5780 4.2019
106 H 25.1465 -12.3564 4.9574
107 H 24.6786 -12.5480 0.6093
108 H 24.3434 -11.1376 -0.1213
109 C 24.9700 -3.5819 0.7909
110 C 23.9288 -4.6645 1.0549
111 C 24.4241 -5.8154 1.9044
112 O 23.3260 -6.6537 2.2116
113 C 23.5463 -7.4571 3.3424
114 N 22.7907 -3.9565 1.7166
115 H 24.6819 -2.8790 0.0163
116 H 25.9213 -4.0155 0.4481
117 H 25.2206 -3.1366 1.7537
118 H 23.5046 -5.0601 0.1269
119 H 24.9308 -5.4243 2.7968
120 H 25.1463 -6.3804 1.3005
121 H 22.6954 -8.1398 3.3844
122 H 23.5532 -6.9006 4.2884
123 H 24.4496 -8.0740 3.3251
124 H 21.9955 -3.9281 1.0898
125 H 22.4548 -4.4848 2.5153
126 C 19.5855 -8.4041 2.8985
127 C 19.4346 -8.4631 1.3749
128 C 20.5948 -9.2078 0.7882
129 O 20.6363 -9.0730 -0.6016
130 C 21.8723 -9.1163 -1.2312
131 N 18.1785 -9.1321 1.0172
132 H 18.6321 -8.4443 3.4248
133 H 20.0501 -7.4581 3.1919
134 H 20.2491 -9.1742 3.3008
135 H 19.4236 -7.4109 1.0659
136 H 20.5164 -10.2764 1.0341
137 H 21.5313 -8.8772 1.2608
138 H 21.7681 -8.8115 -2.2707
139 H 22.3174 -10.1211 -1.2149
140 H 22.6178 -8.4412 -0.7897
141 H 18.0918 -9.0623 0.0053
142 H 17.3653 -8.6416 1.3716

Löwdin atomic charge list, values in e, 2 entries: C -0.614; F 0.102